1.
Computed, not measured: a cluster of 2 separate species, C24H30Br3FN2O5 in total at a distorted geometry, with wB97M-V/def2-TZVPD.

Structure (XYZ):
```
65
Properties=species:S:1:pos:R:3:forces:R:3
Br -0.2930 1.7267 2.8985 -0.101 -0.008 -0.142
Br -2.3848 -0.8764 2.6533 0.182 -0.241 -0.281
Br -8.2854 1.1955 0.5879 -0.151 -0.023 -0.352
F -4.7772 -3.4751 1.4922 -0.049 -0.082 0.016
O -4.9949 5.3385 1.0850 -0.027 -0.150 -0.186
O -4.1833 4.3588 2.9460 0.006 -0.238 0.020
O -7.1239 4.2697 -0.5296 -0.672 1.028 -0.118
O 3.4890 0.1481 -1.6148 0.137 -0.288 -0.544
O -6.5320 0.4663 -2.3947 -0.115 -0.487 -0.481
N 4.3605 -0.7699 -1.3388 -1.016 1.402 1.155
N -7.5268 2.0063 -0.9728 -0.109 0.226 0.010
C -5.1493 -2.4681 0.5868 0.408 -0.371 0.296
C 5.6396 -0.1383 -0.8956 1.425 -0.323 -0.280
C -6.4431 1.1169 -1.4021 0.114 0.046 0.846
C 5.0667 -0.7943 1.4990 -0.017 -0.015 -0.104
C 2.3161 -2.0972 -0.8942 -0.218 0.356 -0.177
C -5.2980 1.3199 -0.4661 0.058 -0.036 -0.097
C 5.9604 1.0607 -1.7820 -0.351 0.245 -0.140
C 3.7342 -1.3613 1.0122 0.131 0.461 0.228
C -5.4806 2.5666 0.1424 0.401 -0.049 -0.107
C -4.5951 4.3849 1.7693 0.186 0.566 0.344
C -4.1250 -0.8204 -1.0281 0.064 0.368 0.497
C -6.7549 3.1669 -0.4132 0.972 -1.148 0.630
C -3.9451 -2.1282 -0.2623 -0.081 -0.240 -0.326
C -4.2032 0.4792 -0.2301 -0.310 0.077 -0.160
C 5.5539 0.3105 0.5633 -0.334 -0.054 0.334
C 4.4948 -3.1453 -0.5911 0.255 0.020 0.035
C -3.4573 2.1855 1.3152 -0.089 0.011 -0.039
C -0.6946 0.9512 1.1371 -0.120 -0.165 -0.127
C 6.8255 -1.1074 -1.0737 -0.034 -0.204 0.069
C -3.2592 0.9498 0.7049 -0.283 0.037 -0.363
C -2.0168 0.1509 1.0160 -0.161 0.944 0.334
C -4.5352 3.0289 1.0547 -0.256 0.013 -0.240
C 3.7470 -1.8044 -0.4524 0.108 -1.561 0.017
C -0.5278 2.0070 0.0435 0.190 -0.416 -0.109
H -3.3654 -0.6981 -1.8012 0.160 -0.170 -0.029
H 5.2324 1.8619 -1.6721 -0.074 -0.096 -0.034
H 4.6402 -3.3998 -1.6419 0.012 0.039 -0.010
H 0.1466 2.7791 0.3908 0.019 0.200 -0.073
H 0.0994 0.2260 1.0065 0.144 -0.121 0.254
H 2.9636 -0.5956 1.1488 0.001 0.022 -0.107
H -1.8508 -0.5391 0.1974 0.071 -0.373 0.104
H 5.9975 0.7723 -2.8338 -0.028 -0.017 0.010
H 4.9410 -0.3891 2.5046 -0.001 -0.018 0.005
H 3.4415 -2.2064 1.6385 -0.053 -0.071 -0.098
H -1.4622 2.4376 -0.2925 -0.118 0.202 0.163
H 5.8139 -1.5887 1.5830 0.006 0.005 -0.039
H 6.5342 0.6682 0.8863 0.054 -0.007 -0.112
H 5.4632 -3.1616 -0.0965 -0.011 0.045 -0.046
H 6.8867 -1.8742 -0.3055 -0.060 -0.005 -0.040
H 6.7852 -1.5968 -2.0478 -0.038 -0.004 0.003
H 3.9103 -3.9439 -0.1346 -0.111 0.072 0.001
H 4.8718 1.1629 0.6410 -0.050 -0.031 -0.110
H -5.9413 -2.9052 -0.0164 -0.281 0.268 -0.054
H -3.0656 -2.1918 0.3642 0.123 0.187 0.155
H -5.4989 -1.6324 1.1886 -0.107 0.167 -0.087
H 2.2762 -2.3698 -1.9499 0.022 0.026 0.000
H 7.7636 -0.5552 -1.0191 -0.057 0.119 -0.024
H 1.9226 -2.9296 -0.3118 0.101 -0.046 0.051
H -5.0659 -0.9140 -1.5536 -0.061 0.050 -0.304
H 1.6548 -1.2469 -0.7356 0.080 0.053 -0.084
H -3.8381 -2.9197 -1.0056 0.072 -0.096 -0.059
H -0.0600 1.5250 -0.8149 0.017 0.000 -0.154
H -2.7321 2.5586 2.0224 -0.032 -0.002 0.197
H 6.9342 1.4636 -1.5049 0.054 -0.099 0.061
```
Positions in Å, forces in eV/Å.

HOMO (spin up / spin down) = -5.0 / -5.0 eV
Net charge = -1
Total energy = -251436.8936 eV
Max |F| = 0.040 Eh/bohr
2S+1 = 2
Kohn-Sham gap (spin up / spin down) = 6.780 / 6.484 eV

***

2.
Computed, not measured: an isolated molecule of C24H30FN3O5S, with wB97M-V/def2-TZVPD.

Structure (XYZ):
```
64
Properties=species:S:1:pos:R:3:forces:R:3
S -1.6598 -1.2976 0.7499 -0.124 -0.247 0.398
F 6.0018 -3.7349 -1.0896 -0.066 0.059 0.003
O 0.7663 0.0147 3.0385 -0.070 -0.143 0.291
O -1.1249 -1.6111 -0.5438 -0.052 -0.429 -0.041
O -2.0443 3.4564 -2.8938 0.050 0.236 -0.023
O -1.7962 0.1055 1.0607 -0.403 -0.236 0.321
O 1.5590 3.4932 -0.4635 0.192 0.266 -0.243
N 1.5345 0.3809 0.9496 -0.001 0.268 -0.066
N -0.3169 2.4549 0.2408 -0.358 -0.129 -0.062
N -0.6985 -2.0849 1.8817 -0.654 0.071 -0.593
C -4.1897 -1.5200 1.7774 0.002 0.201 0.061
C 4.1761 -2.5411 -1.9808 0.166 -0.105 0.054
C 4.9968 -2.8526 -0.9114 -0.093 0.096 0.076
C -3.4000 -3.3692 0.4424 0.009 -0.157 -0.118
C 3.1472 -1.6399 -1.7861 0.023 0.028 0.198
C -1.0896 2.7548 -2.1130 0.362 -0.125 0.357
C 3.5125 3.4810 1.9346 0.012 -0.117 -0.153
C 1.0080 2.6715 0.2417 -0.068 -0.345 0.458
C -2.5419 1.2123 -3.2897 0.001 0.258 -0.010
C -4.5926 -4.0366 0.6664 0.109 0.036 -0.046
C 0.7167 -1.8678 1.6094 0.209 0.164 -0.147
C -1.2052 3.1841 -0.6354 0.114 0.279 -0.507
C -1.3646 1.2490 -2.3098 -0.038 0.157 -0.025
C -5.5780 -3.4472 1.4443 -0.022 0.044 0.032
C 1.0307 -0.4023 1.9215 0.202 -0.138 0.092
C 1.7990 -0.0649 -0.4030 -0.075 -0.224 -0.289
C -3.1472 2.6043 -3.1086 -0.222 -0.261 -0.080
C 1.7709 1.7902 1.2488 0.430 0.239 0.172
C 3.7742 -1.3858 0.5111 -0.117 0.035 -0.146
C 2.9350 -1.0523 -0.5425 0.063 0.042 0.002
C -5.3814 -2.1917 1.9981 0.013 -0.020 -0.009
C -3.2174 -2.1198 1.0019 0.449 0.321 0.012
C 4.8099 -2.2872 0.3351 0.165 -0.197 -0.178
C 3.2643 2.1294 1.2764 -0.252 0.135 0.059
H -0.7121 1.6747 0.7509 0.211 0.098 0.022
H -3.2482 0.4156 -3.0686 -0.041 -0.069 -0.035
H -4.0029 -0.5391 2.1850 -0.055 0.120 0.085
H -2.1849 1.0981 -4.3134 -0.047 -0.024 -0.024
H 3.6528 2.1492 0.2570 0.037 -0.089 -0.031
H -6.5069 -3.9692 1.6178 -0.076 -0.044 0.015
H 1.2963 -2.5085 2.2788 -0.045 0.118 -0.116
H 3.1305 3.4869 2.9532 -0.011 0.026 0.142
H -4.7542 -5.0130 0.2363 0.003 -0.074 -0.048
H -0.4955 0.7293 -2.7066 0.042 -0.077 0.052
H 1.3452 1.9617 2.2446 0.071 -0.017 -0.217
H 3.6220 -0.9443 1.4835 0.010 0.065 0.102
H 2.0410 0.8256 -0.9902 -0.069 -0.054 0.028
H -0.9204 -1.7333 2.8070 -0.151 0.094 0.184
H 4.3477 -3.0004 -2.9412 0.037 -0.064 -0.092
H 4.5785 3.6922 1.9631 0.084 0.081 0.053
H 3.7904 1.3518 1.8333 -0.047 -0.054 -0.030
H 3.0195 4.2655 1.3685 -0.002 0.113 0.001
H -2.2268 3.0264 -0.2885 -0.017 0.026 0.001
H -3.6803 2.9727 -3.9859 -0.042 -0.032 0.078
H 0.8915 -2.1594 0.5783 0.201 -0.051 0.090
H -0.1011 3.0502 -2.4789 -0.116 -0.070 0.080
H 2.4957 -1.3876 -2.6090 -0.090 0.019 -0.133
H -0.9610 4.2487 -0.5772 -0.136 -0.081 0.040
H -3.8265 2.6210 -2.2431 -0.002 0.001 -0.066
H 5.4669 -2.5504 1.1487 0.085 -0.051 0.069
H -2.6126 -3.7887 -0.1624 0.052 -0.160 -0.093
H -1.6345 0.7833 -1.3631 0.055 0.005 -0.045
H 0.8885 -0.4975 -0.8370 0.159 0.135 -0.005
H -6.1534 -1.7372 2.5998 -0.053 0.050 0.045
```
Positions in Å, forces in eV/Å.

HOMO = -9.0 eV
SMILES = CC[C@@H](C(=O)NC[C@H]1CCCO1)N(Cc1ccc(F)cc1)C(=O)CNS(=O)(=O)c1ccccc1
Net charge = 0
Total energy = -53636.2380 eV
Max |F| = 0.017 Eh/bohr
ΔE to the lowest compared entry with this formula, charge and spin = 2.3 kcal/mol
2S+1 = 1
Kohn-Sham gap = 9.198 eV